Entry from OMol25: a 13-piece molecular cluster, C28H53BCl4N5O33 overall in a non-equilibrium geometry (the ωB97M-V functional and the def2-TZVPD basis).

```
124
Properties=species:S:1:pos:R:3:mulliken_charge:R:1
O 2.5771 1.3166 -0.7214 -0.25
C 1.5430 0.6752 -0.6413 0.59
O 1.2386 -0.2135 0.3044 -0.33
B 0.0779 -1.0114 -0.1086 0.87
O -0.6052 -0.1048 -1.1043 -0.51
C 0.2634 0.8091 -1.5502 0.40
O 0.0800 1.6249 -2.4009 -0.61
O -0.8111 -1.3760 0.9893 0.55
C -1.1911 -2.6690 0.9032 -0.01
O -2.2027 -3.1596 1.4702 -1.03
C -0.2243 -3.2997 -0.1855 -0.30
O 0.4552 -2.3045 -0.7063 -0.67
O -0.3175 -4.4235 -0.6938 -0.70
Cl -4.3771 -8.7245 -3.3735 -0.23
C -3.4861 -7.1804 -3.3149 -0.37
C -2.6429 -7.1213 -2.0770 -0.20
Cl -3.5394 -7.1118 -0.5645 -0.18
H -4.2473 -6.4036 -3.3873 0.24
H -2.8430 -7.1253 -4.1932 0.36
H -2.0613 -6.1995 -2.0657 -0.01
H -1.8464 -7.8621 -2.0060 0.42
Cl -0.6635 -0.2030 5.9867 -0.18
C 0.0377 -1.8236 5.7112 -0.45
C 0.1354 -2.0718 4.1873 0.00
Cl 0.8230 -3.7077 3.8591 -0.23
H -0.5962 -2.5923 6.1532 0.34
H 1.0299 -1.8218 6.1625 0.32
H 0.7950 -1.3165 3.7600 0.16
H -0.8140 -1.9865 3.6586 0.05
C 2.6017 3.3228 -3.3567 -0.15
N 3.9896 3.6865 -3.2065 1.06
O 4.2954 4.6061 -2.4085 -0.61
O 4.7974 3.0119 -3.8254 -0.58
H 2.0231 4.1087 -3.8422 0.36
H 2.2397 3.3091 -2.3287 -0.36
H 2.4610 2.3643 -3.8561 0.25
C -2.2368 3.3065 -4.2504 -0.71
N -1.5636 4.1410 -3.2653 1.05
O -0.4709 4.6627 -3.5348 -0.59
O -2.1645 4.3762 -2.1925 -0.53
H -1.5547 3.2213 -5.0963 0.32
H -3.1761 3.7994 -4.5010 0.29
H -2.4359 2.3461 -3.7750 0.14
C -0.6400 -7.1171 1.4300 -0.39
N 0.3299 -8.0287 0.7765 0.95
O 0.6122 -9.0171 1.3998 -0.62
O 0.8751 -7.6711 -0.2605 -0.51
H -0.2406 -6.9683 2.4332 0.27
H -1.5592 -7.7021 1.4618 0.25
H -0.8458 -6.2131 0.8569 0.03
C -4.7804 -4.2306 -0.2366 -0.63
N -5.7993 -3.3098 -0.8007 0.95
O -6.4643 -2.6685 0.0511 -0.55
O -5.8670 -3.2465 -2.0266 -0.59
H -5.2958 -5.0957 0.1806 0.39
H -4.1161 -3.7716 0.4956 0.22
H -4.2993 -4.5956 -1.1440 0.17
C 4.2957 4.0050 1.0973 -0.45
N 5.6736 3.9007 0.5441 0.97
O 5.9206 3.1737 -0.3995 -0.43
O 6.5521 4.4582 1.2160 -0.62
H 3.9352 4.9808 0.7718 0.47
H 4.2330 4.0474 2.1847 0.31
H 3.7215 3.1735 0.6887 -0.23
C 4.4356 -0.1546 1.3607 -0.46
O 5.7864 0.2191 1.3239 -0.22
C 6.2780 0.9286 2.3644 0.74
O 5.5855 1.3006 3.3493 -0.64
O 7.5397 1.2488 2.1234 -0.29
C 8.3686 1.8587 3.0862 -0.68
H 4.0683 -0.6011 0.4367 0.08
H 3.8438 0.7465 1.5214 0.16
H 4.3217 -0.7825 2.2444 0.47
H 8.2563 2.9374 3.1959 0.26
H 9.4031 1.7032 2.7801 0.26
H 8.2997 1.3360 4.0401 0.32
C -4.6300 1.0652 5.3318 -0.57
O -4.8239 1.8294 4.1223 -0.34
C -3.7558 2.0198 3.2530 0.66
O -3.9560 2.6943 2.2028 -0.39
O -2.6239 1.3902 3.6331 -0.26
C -1.5008 1.3089 2.7295 -0.26
H -4.2468 0.0569 5.1751 0.24
H -5.5992 0.9508 5.8172 0.24
H -3.9593 1.6520 5.9595 0.26
H -1.8565 1.4922 1.7157 0.07
H -0.8852 0.4118 2.6634 0.00
H -0.7133 2.0292 2.9510 0.34
C -1.8119 7.3667 0.5075 -0.79
O -0.8760 6.3240 0.3625 -0.36
C -1.2353 5.0339 0.6629 0.52
O -2.3519 4.6749 1.0467 -0.49
O -0.1505 4.1038 0.5113 0.00
C 1.0605 4.4550 -0.1269 0.42
H -2.5101 7.2391 1.3347 0.30
H -2.2778 7.4758 -0.4719 0.28
H -1.2918 8.3223 0.5745 0.26
H 1.5484 5.3133 0.3351 0.40
H 0.8527 4.6858 -1.1717 0.23
H 1.7032 3.5757 -0.0832 -0.76
C -3.9984 -0.2978 -0.0837 0.70
O -4.4314 0.3435 -1.2444 -0.17
C -4.4536 1.7022 -1.3875 0.78
O -4.1385 2.6292 -0.6007 -0.49
O -5.2721 2.0527 -2.4443 -0.39
C -5.7652 1.1342 -3.3839 -0.61
H -3.0185 -0.0069 0.2948 -0.20
H -4.1273 -1.3796 -0.0479 -0.69
H -4.6786 -0.0229 0.7224 0.40
H -6.1768 0.2864 -2.8362 0.27
H -4.9155 0.9081 -4.0281 0.24
H -6.5857 1.5340 -3.9797 0.23
C 5.3763 0.2715 -2.1173 -0.48
O 4.6075 -0.9153 -2.0150 -0.31
C 3.7524 -1.2965 -2.9455 0.96
O 3.4359 -0.6567 -3.9893 -0.71
O 3.2170 -2.3722 -2.4468 -0.24
C 2.2704 -3.0656 -3.2494 -0.59
H 5.5418 0.4913 -3.1721 0.44
H 6.3160 0.0584 -1.6080 0.22
H 4.9795 1.0967 -1.5260 -0.01
H 1.9163 -3.7643 -2.4913 0.15
H 2.7609 -3.5327 -4.1034 0.35
H 1.4583 -2.3874 -3.5112 0.25
```

M	1140.36	u
HOMO energy (spin up / spin down)	0.02262 / -0.12459	Ha
2S+1	2
expectation value of S²	0.753
total charge	-2
Kohn-Sham gap (spin up / spin down)	3.033 / 7.039	eV



Entry from OMol25: C28H53Br26F3O3S2 as an isolated structure in a non-equilibrium geometry (the ωB97M-V functional and the def2-TZVPD basis).

```
115
Properties=species:S:1:pos:R:3:mulliken_charge:R:1
O -3.2134 3.1246 1.4348 -0.56
S -3.0869 1.7818 0.9130 0.51
O -2.3530 0.9194 2.0788 -0.22
S -3.2125 -0.5114 2.5391 -0.12
O -1.9103 1.8153 -0.1795 -0.09
C -0.5727 2.1176 0.2441 0.19
C 0.4580 1.5670 -0.7185 -0.99
C 0.6074 0.0640 -0.8832 0.64
F 1.6552 -0.1209 -1.7497 -0.30
Br -0.9164 -0.7453 -1.7446 -0.06
C 1.0054 -0.6823 0.4015 0.28
F 0.0847 -0.5590 1.3475 0.14
F 2.1878 -0.2093 0.8151 -0.22
Br 1.2780 -2.5922 0.0896 -0.12
H -3.3626 -1.0860 1.3462 0.15
H -0.4543 3.1987 0.2143 -0.40
H -0.3620 1.8178 1.2663 0.44
H 0.3419 1.9829 -1.7173 0.45
H 1.4242 1.9153 -0.3472 0.26
Br 0.6269 1.8163 -5.3555 -0.16
C -0.4983 0.2340 -5.5033 0.47
C -1.7824 0.5216 -6.2293 -0.67
Br -3.0380 1.4927 -5.1021 -0.17
H -0.6532 -0.1227 -4.4923 -0.27
H 0.0942 -0.4909 -6.0572 0.00
H -2.2854 -0.4064 -6.4919 0.39
H -1.6390 1.1197 -7.1228 0.40
Br -0.2677 -2.5934 7.5079 -0.15
C 0.9344 -2.1892 6.0349 -0.75
C 0.5928 -0.8643 5.4113 -0.74
Br -0.9899 -0.9864 4.2629 -0.15
H 0.8719 -3.0171 5.3343 0.48
H 1.9246 -2.1680 6.4803 0.33
H 1.3959 -0.5349 4.7540 0.48
H 0.3907 -0.0933 6.1468 0.40
Br -2.8527 -3.1026 2.9837 0.03
C -3.8082 -4.7110 2.3624 -0.68
C -3.1126 -5.9865 2.7558 0.08
Br -1.5206 -6.2874 1.6775 -0.12
H -3.8909 -4.5987 1.2864 0.41
H -4.7988 -4.6677 2.8098 0.37
H -3.7525 -6.8462 2.5710 0.40
H -2.8055 -6.0102 3.7972 -0.49
Br 0.2784 1.2562 9.8746 -0.12
C 1.6709 -0.0610 10.1844 -0.48
C 2.9915 0.3756 9.6083 -0.57
Br 3.0179 0.1747 7.6763 -0.12
H 1.3183 -0.9942 9.7555 0.22
H 1.7447 -0.1590 11.2650 0.36
H 3.7951 -0.2572 9.9773 0.35
H 3.2247 1.4137 9.8184 0.37
Br 1.3251 5.0139 -0.1248 -0.13
C 0.1125 6.4950 0.2237 -0.36
C 0.1192 7.4899 -0.9018 -1.03
Br 1.7520 8.5545 -0.9140 -0.17
H 0.4087 6.9268 1.1730 0.39
H -0.8744 6.0458 0.3228 0.37
H -0.7126 8.1743 -0.8121 0.48
H 0.0989 7.0168 -1.8794 0.45
Br -5.2952 -6.0239 8.1018 -0.14
C -3.8805 -7.3376 8.3179 -0.60
C -2.5423 -6.7868 7.9052 -0.43
Br -2.3681 -6.6994 5.9715 -0.06
H -4.1707 -8.2089 7.7405 0.37
H -3.8745 -7.5871 9.3763 0.38
H -1.7415 -7.4434 8.2389 0.18
H -2.3647 -5.7876 8.2748 0.39
Br 7.5542 4.5271 -1.3617 -0.15
C 6.0814 5.4299 -2.2528 -0.60
C 4.7732 5.2051 -1.5451 -0.58
Br 4.0664 3.4254 -1.8814 -0.10
H 6.0676 5.0712 -3.2763 0.36
H 6.3393 6.4861 -2.2392 0.38
H 4.0151 5.8903 -1.9190 0.28
H 4.8541 5.3106 -0.4686 0.39
Br 2.4813 -3.3261 -5.5444 -0.14
C 3.6241 -2.7029 -6.9905 -0.52
C 3.2985 -1.2877 -7.3785 -0.58
Br 1.6666 -1.1920 -8.4285 -0.12
H 3.5018 -3.3982 -7.8141 0.28
H 4.6396 -2.7648 -6.6070 0.38
H 4.0761 -0.8787 -8.0205 0.33
H 3.1564 -0.6363 -6.5217 0.39
Br 4.4934 -3.1544 -11.0438 -0.13
C 3.3140 -2.0838 -12.1574 -0.49
C 4.0391 -0.9177 -12.7725 -0.58
Br 4.3385 0.5064 -11.4865 -0.13
H 2.4818 -1.7790 -11.5307 0.26
H 2.9588 -2.7599 -12.9314 0.34
H 3.4381 -0.4704 -13.5605 0.35
H 5.0102 -1.1936 -13.1691 0.37
Br 2.9198 -9.6666 8.0334 -0.13
C 1.3495 -9.5063 6.9000 -0.33
C 1.6505 -8.7794 5.6177 -0.61
Br 1.8139 -6.8656 5.8933 -0.10
H 0.5881 -9.0061 7.4889 0.09
H 1.0387 -10.5273 6.6917 0.37
H 0.8282 -8.8993 4.9155 0.31
H 2.5745 -9.1096 5.1555 0.40
Br -0.8843 13.0453 2.4896 -0.15
C -2.0075 11.5755 1.8899 -0.59
C -1.3501 10.2416 2.1225 -0.67
Br 0.0773 9.8647 0.8128 0.00
H -2.2235 11.7556 0.8419 0.35
H -2.9247 11.6627 2.4675 0.37
H -2.0747 9.4396 1.9939 0.33
H -0.8975 10.1680 3.1058 0.40
Br -5.2724 0.2292 -9.1169 -0.14
C -6.8464 0.9422 -8.2229 -0.59
C -6.6864 0.9366 -6.7275 -0.33
Br -6.8959 -0.8451 -5.9825 -0.12
H -7.6915 0.3493 -8.5555 0.38
H -6.9491 1.9612 -8.5882 0.35
H -7.4629 1.5376 -6.2601 0.35
H -5.7111 1.2932 -6.4116 0.10
```

M	2636.36	u
HOMO energy	-0.32586	Ha
total charge	0
Kohn-Sham gap	9.106	eV



Entry from OMol25: a 4-piece molecular cluster, C28H53N4O9 overall in a non-equilibrium geometry (the ωB97M-V functional and the def2-TZVPD basis).

```
94
Properties=species:S:1:pos:R:3:mulliken_charge:R:1
C -2.1932 1.0732 4.0638 -0.85
C -2.4263 2.4650 3.4769 0.69
O -2.9244 3.3244 4.1623 -0.52
O -2.1375 2.7826 2.1656 -0.41
C -1.1123 2.0098 1.5630 -0.75
C -1.6646 0.8817 0.6423 -0.31
C -0.6332 0.4981 -0.4095 -0.55
N -1.3122 -0.4773 -1.3552 -0.18
C -0.5770 -1.6997 -1.0591 -0.06
N -1.0279 -2.9458 -0.8507 -0.23
N 0.7029 -1.3039 -0.9709 -0.07
C 0.6213 -0.2464 0.1128 -0.17
C 1.9106 0.5284 0.3787 -0.55
C 2.8087 -0.3231 1.3151 -0.45
C 4.2929 0.0041 1.1788 -0.01
O 4.9307 -0.3165 0.2003 -0.55
N 4.8859 0.6800 2.2937 -0.28
C 4.8891 2.1132 2.1195 -0.34
C 3.9066 2.8481 2.7348 0.11
C 3.8933 4.2255 2.6187 -0.89
C 4.8763 4.8449 1.8873 -0.17
C 5.8605 4.1093 1.2274 -0.61
C 5.8564 2.7417 1.3569 -0.25
H -2.5477 0.3181 3.3540 0.26
H -1.1469 0.9169 4.3484 0.29
H -2.7764 0.9933 4.9808 0.33
H -0.5718 2.6960 0.8944 0.40
H -0.3618 1.6217 2.2620 0.38
H -2.5226 1.3221 0.1266 0.36
H -1.9400 0.0374 1.2827 0.12
H -0.2827 1.2830 -1.0882 0.45
H -1.0711 -0.2872 -2.3262 0.37
H -1.0604 -3.2499 0.1150 0.24
H -1.2627 -3.6250 -1.5620 0.24
H 1.3866 -2.0463 -0.8197 0.40
H 0.3626 -0.8765 0.9787 0.26
H 2.3888 0.6766 -0.5986 0.51
H 1.7003 1.4944 0.8474 0.40
H 2.6444 -1.3868 1.1038 0.57
H 2.4893 -0.1259 2.3441 0.27
H 5.8231 0.3241 2.4485 0.39
H 3.1594 2.3141 3.3177 0.54
H 3.1224 4.7975 3.1248 0.40
H 4.8610 5.9306 1.8373 0.43
H 6.6388 4.6005 0.6528 0.37
H 6.6066 2.1292 0.8622 0.39
C -4.0123 -2.1670 -1.4694 -0.66
O -4.4548 -3.4787 -1.7569 -0.39
C -5.5636 -3.8793 -0.9514 -0.70
C -6.8762 -3.7415 -1.6929 -0.36
O -7.1750 -2.3838 -1.9843 -0.43
C -6.8558 -2.0183 -3.3175 -0.71
H -3.3806 -1.8384 -2.2939 0.25
H -4.8443 -1.4677 -1.3609 0.37
H -3.4150 -2.1646 -0.5532 0.26
H -5.5857 -3.3124 -0.0156 0.37
H -5.4124 -4.9337 -0.7023 0.45
H -7.6785 -4.1132 -1.0499 0.38
H -6.8746 -4.3419 -2.6069 0.29
H -7.6262 -2.3890 -4.0006 0.33
H -5.8818 -2.4052 -3.6262 0.29
H -6.8321 -0.9305 -3.3704 0.27
C 8.5288 10.3411 1.7704 -0.68
O 9.2011 9.7577 0.6663 -0.37
C 9.3845 8.3580 0.8034 -0.59
C 8.3486 7.5774 0.0189 -0.41
O 7.0368 7.7731 0.5337 -0.25
C 6.3001 8.7264 -0.2180 -0.89
H 8.1758 11.3255 1.4662 0.25
H 7.6688 9.7465 2.0872 0.27
H 9.2188 10.4591 2.6119 0.32
H 9.3738 8.0667 1.8582 0.33
H 10.3748 8.1242 0.4010 0.38
H 8.5726 6.5097 0.1149 0.31
H 8.3878 7.8346 -1.0436 0.36
H 5.9309 8.2682 -1.1419 0.34
H 6.9002 9.6040 -0.4635 0.40
H 5.4487 9.0433 0.3835 0.25
C -6.2177 -7.2814 -3.2032 -0.75
O -6.7365 -7.7580 -1.9743 -0.28
C -7.3854 -9.0185 -2.0978 -0.54
C -6.4892 -10.1578 -1.6568 -0.51
O -5.3612 -10.3008 -2.5090 -0.38
C -4.1879 -9.7128 -1.9779 -0.68
H -5.5036 -6.4867 -2.9825 0.14
H -5.7022 -8.0630 -3.7654 0.44
H -7.0273 -6.8684 -3.8148 0.30
H -7.7351 -9.1742 -3.1224 0.36
H -8.2623 -8.9912 -1.4447 0.36
H -7.0563 -11.0909 -1.7203 0.39
H -6.1736 -10.0262 -0.6173 0.32
H -3.7570 -10.3652 -1.2107 0.33
H -4.3833 -8.7273 -1.5478 0.25
H -3.4706 -9.6029 -2.7907 0.25
```

M	589.75	u
HOMO energy	-0.38929	Ha
total charge	+1
energy above the lowest of the compared OMol25 structures with the same formula, charge and spin	0.0	kJ/mol
Kohn-Sham gap	5.248	eV



Entry from OMol25: C28H54Cl6F6N6O10 as an isolated structure in a non-equilibrium geometry (the ωB97M-V functional and the def2-TZVPD basis).

```
110
Properties=species:S:1:pos:R:3:mulliken_charge:R:1
C 3.7652 1.4279 -2.9985 -0.06
O 4.5259 2.3591 -2.7090 -0.57
N 3.3103 0.4290 -2.2004 0.56
C 3.9185 0.1697 -0.8943 -0.49
C 2.1133 -0.2980 -2.6246 -0.42
H 3.2711 1.3881 -3.9816 0.26
H 4.3948 -0.8101 -0.8589 0.35
H 3.1506 0.2535 -0.1252 0.33
H 4.6973 0.8984 -0.6696 0.24
H 2.2957 -1.3633 -2.4829 0.40
H 1.2590 0.0183 -2.0261 -0.44
H 1.9408 -0.2528 -3.6999 0.03
C 1.4484 2.1784 2.9799 -0.21
O 1.0512 1.1817 2.3833 -0.37
N 2.1557 2.2040 4.1247 0.38
C 2.7310 3.4413 4.6658 -0.99
C 2.4006 1.0001 4.9698 -1.07
H 1.3844 3.2086 2.5967 0.44
H 3.7821 3.2323 4.8651 0.38
H 2.4089 3.8102 5.6396 0.34
H 2.6090 4.2611 3.9580 0.27
H 1.8354 1.0709 5.8991 0.35
H 2.0671 0.0732 4.5033 0.20
H 3.4508 0.8816 5.2366 0.47
C 4.1662 -1.7943 1.4104 -0.29
O 3.7897 -0.9310 0.6131 -0.55
N 3.7297 -1.9659 2.6761 0.32
C 4.2540 -2.9576 3.5978 -0.91
C 2.6273 -1.1255 3.0812 -0.61
H 5.0074 -2.4430 1.1210 0.30
H 4.7110 -2.4589 4.4525 0.34
H 4.9376 -3.6512 3.1081 0.31
H 3.4856 -3.5642 4.0771 0.31
H 2.9729 -0.1315 3.3651 0.18
H 1.9333 -0.9275 2.2643 -1.32
H 2.0084 -1.4924 3.9001 0.60
C -0.9552 -0.7531 -0.8099 0.55
O -1.9548 -0.1626 -1.3092 0.98
N 0.0767 -0.2461 -0.1149 2.11
C 1.1295 -1.0859 0.3609 -0.35
C 0.1460 1.1273 0.2947 -0.37
H -0.8494 -1.8480 -0.8576 -1.87
H 0.9723 -1.2694 1.4238 0.67
H 2.0967 -0.5987 0.2370 -0.98
H 1.1711 -2.0697 -0.1065 0.41
H -0.5987 1.6740 -0.2839 0.72
H -0.0386 1.2128 1.3656 -1.10
H 1.0696 1.6604 0.0691 -0.28
C -3.3805 -2.8966 -2.7019 -0.17
O -3.4084 -2.5771 -1.5151 -0.27
N -2.2784 -3.2910 -3.3836 0.39
C -0.9314 -3.2392 -2.7922 -0.16
C -2.4123 -3.6944 -4.8068 -0.86
H -4.3158 -2.8754 -3.2826 0.32
H -1.0001 -2.8975 -1.7594 0.03
H -0.3688 -2.4510 -3.2925 -0.17
H -0.4473 -4.2074 -2.9205 0.54
H -3.4281 -3.9550 -5.1041 0.31
H -2.1060 -2.8249 -5.3883 0.33
H -1.8430 -4.5829 -5.0799 0.30
C -5.5318 -1.3610 -0.8053 0.12
O -6.6095 -1.4989 -0.2114 -0.73
N -5.1718 -0.2735 -1.5360 0.39
C -3.8659 -0.1326 -2.1465 -0.25
C -6.0241 0.9557 -1.6187 -1.05
H -4.7932 -2.1771 -0.7828 0.51
H -3.1640 0.4642 -1.5641 0.55
H -3.8775 0.3322 -3.1323 0.47
H -3.2734 -1.0420 -2.2469 -0.55
H -6.7929 0.9251 -2.3907 0.34
H -6.6535 1.1051 -0.7414 0.34
H -5.4106 1.8518 -1.7127 0.31
C -0.6757 4.8019 -2.1775 -1.79
C -0.3220 3.3773 -1.6781 -0.51
O 0.6987 3.5482 -0.8056 0.00
C 1.9741 3.7280 -1.2088 0.23
O 2.3500 3.7604 -2.3842 -0.57
C 2.9827 3.8948 -0.0851 1.09
F 3.7633 5.0209 -0.2127 -0.31
F 2.3878 3.9102 1.1378 -0.17
F 3.8723 2.8883 -0.1149 -0.22
H -0.7201 5.4674 -1.3154 0.33
H -1.6914 4.8362 -2.5715 0.42
H 0.0805 5.0589 -2.9193 0.37
H -0.0209 2.8483 -2.5823 0.46
H -1.0807 2.7393 -1.2248 0.99
C -0.1272 -1.1390 3.8156 -1.42
C -0.9707 0.0524 3.5979 -0.16
O -1.8008 -0.1448 2.4928 -0.17
C -2.4940 0.8496 1.9502 -0.18
O -2.4639 1.9780 2.4362 -0.66
C -3.4939 0.4537 0.8346 1.38
F -3.3053 -0.7851 0.4358 0.04
F -4.7286 0.6283 1.2827 -0.33
F -3.4010 1.2809 -0.1536 -0.25
H 0.6075 -1.2657 3.0205 -0.20
H -0.6860 -2.0650 3.6796 0.81
H 0.2715 -1.1092 4.8297 0.56
H -0.4129 0.9473 3.3221 0.05
H -1.4517 0.3025 4.5435 0.51
C -1.1469 -0.2721 -3.7436 3.19
Cl -2.1386 -0.6427 -5.1683 -0.18
Cl -1.3772 1.4176 -3.2171 -0.21
Cl 0.5497 -0.6046 -4.0613 -0.29
H -1.4975 -0.9038 -2.9274 -3.72
C -1.6148 -3.8600 0.2082 2.20
Cl -3.4712 -4.0961 0.0203 -0.13
Cl -0.6964 -5.4065 0.5580 -0.20
Cl -1.3322 -2.6896 1.5087 -0.15
H -1.1840 -3.4247 -0.6935 -1.41
```

M	961.48	u
HOMO energy	-0.27764	Ha
total charge	0
Kohn-Sham gap	7.501	eV